1.
{"formula": "C9H14B2F4I2N4S6SbTc", "method": "ωB97M-V/def2-TZVPD", "species": ["I", "I", "Sb", "Tc", "S", "S", "S", "S", "S", "S", "F", "F", "F", "F", "N", "N", "N", "N", "C", "C", "C", "C", "C", "C", "C", "C", "C", "B", "B", "H", "H", "H", "H", "H", "H", "H", "H", "H", "H", "H", "H", "H", "H"], "coordinates": [[-2.6148, -0.8856, 3.2479], [1.0082, -1.2648, 3.3944], [-3.4510, 2.4006, 0.2084], [-0.4100, 0.0557, -0.0589], [-5.3088, 1.1228, 0.0905], [-2.5530, 4.4382, 0.6368], [-1.6371, 1.3784, -1.3057], [0.7716, -1.0176, -1.8032], [-1.7129, 0.9141, 2.0485], [1.2450, 1.6149, 0.4594], [-3.1405, -1.2406, -0.1379], [-0.7089, -1.5472, 0.7255], [-2.7486, -3.4430, -0.3297], [-2.9815, -2.1500, -2.1835], [1.4868, 3.3438, -1.6181], [2.3237, -2.6432, -0.2636], [2.7630, 1.5654, -1.8590], [3.3179, -0.7497, -0.7746], [-0.8693, -2.2090, 3.6170], [2.1012, 3.4451, -2.8227], [2.1997, -1.4655, -0.9184], [4.1606, -1.4816, -0.0020], [1.3929, -3.7421, -0.2699], [0.6652, 4.3593, -1.0187], [2.8851, 2.3365, -2.9694], [1.8925, 2.1817, -1.0535], [3.5520, -2.6602, 0.3163], [3.8381, 0.4862, -1.5496], [-3.0023, -2.3131, -0.9058], [0.0801, 3.9337, -0.2048], [3.9022, -3.4884, 0.8970], [4.6528, 1.0237, -0.8776], [1.2944, 5.1511, -0.6061], [1.9541, 4.2823, -3.4754], [1.5846, -4.3703, 0.5977], [0.0047, 4.7898, -1.7694], [-0.9693, -3.0210, 2.9010], [4.2605, 0.0900, -2.5808], [-0.9745, -2.5411, 4.6450], [5.1376, -1.1265, 0.2534], [3.5352, 2.0567, -3.7724], [0.3664, -3.3821, -0.2434], [1.5169, -4.3446, -1.1724]], "lowdin_charge": [1.14, 0.89, 0.27, 0.66, 0.05, 0.04, 0.14, 0.77, -0.20, 0.68, 0.11, -0.59, 0.31, 0.32, -0.11, -0.11, 0.00, 0.00, -0.94, 0.02, -0.64, -0.01, 0.00, -0.04, 0.00, -0.64, -0.01, -0.40, -0.98, 0.00, 0.14, 0.10, 0.12, 0.15, 0.11, 0.11, -0.02, 0.10, -0.01, 0.14, 0.14, 0.06, 0.12], "charge": 2, "e_tot_ev": -117682.335, "homo_energy_ev": [-14.79, -14.79], "e_above_lowest_kcal_mol": 59.1}

***

2.
{"formula": "C9H14BBe2Cl2F6NO2SSi", "method": "ωB97M-V/def2-TZVPD", "species": ["Cl", "Cl", "S", "Si", "F", "F", "F", "F", "F", "F", "O", "O", "N", "C", "C", "C", "C", "C", "C", "C", "C", "C", "B", "Be", "Be", "H", "H", "H", "H", "H", "H", "H", "H", "H", "H", "H", "H", "H", "H"], "coordinates": [[-6.9808, 3.1501, -2.5104], [-6.9616, 1.8210, 0.4608], [0.8392, -0.4993, -0.6637], [3.3441, -1.8162, 0.1931], [-1.3661, 3.4760, 4.1114], [-0.3164, 1.3467, 4.1379], [0.3645, 2.9863, 2.5616], [-1.7549, 1.9388, 2.3444], [0.4081, 0.0170, 0.9458], [-2.4911, -1.0873, 0.5273], [1.4613, 0.6272, -1.5252], [-0.5394, -0.8527, -1.3469], [1.7495, -1.9885, -0.6211], [4.2734, -0.1669, -0.1729], [-5.6257, 1.6821, -0.6262], [-5.6364, 2.2489, -1.9061], [-3.3973, 0.8199, -1.0296], [4.4752, -3.2382, -0.5535], [-4.5034, 0.9702, -0.1910], [3.3148, -2.1358, 2.1023], [-4.5269, 2.0942, -2.7437], [-3.4099, 1.3798, -2.3063], [-0.7682, 2.4370, 3.2888], [2.9661, -2.1027, -2.6734], [0.4675, 1.7485, 0.3208], [3.2338, -3.3075, 2.3093], [2.4377, -1.6109, 2.6726], [5.4368, -0.4330, -0.1562], [1.1644, -2.6668, -0.0723], [-2.5266, 0.2657, -0.6867], [-4.5268, 2.5290, -3.7405], [-4.4849, 0.5286, 0.8027], [4.0539, 0.2734, -1.2554], [5.4940, -3.3395, 0.0136], [4.5781, -2.9721, -1.6925], [4.1151, 0.6624, 0.6422], [4.3898, -1.8313, 2.5008], [-2.5502, 1.2607, -2.9616], [3.7994, -4.2147, -0.5000]], "lowdin_charge": [0.93, 0.85, 0.75, 0.34, 0.08, 0.06, 0.07, 0.04, -0.21, -0.30, -0.32, -0.31, -0.23, -0.22, -0.59, -0.55, 0.04, -0.22, -0.02, -0.19, -0.03, 0.04, -1.04, 0.77, 1.08, 0.08, 0.06, 0.09, 0.13, 0.06, 0.14, 0.14, 0.04, 0.10, -0.04, 0.07, 0.09, 0.14, 0.08], "charge": 2, "e_tot_ev": -76659.839, "homo_energy_ev": -14.22}

***

3.
{"formula": "C9H14BFI2NO3", "method": "ωB97M-V/def2-TZVPD", "species": ["I", "I", "F", "O", "O", "O", "N", "C", "C", "C", "C", "C", "C", "C", "C", "C", "B", "H", "H", "H", "H", "H", "H", "H", "H", "H", "H", "H", "H", "H", "H"], "coordinates": [[-2.9496, 2.1511, 2.0703], [-4.4882, 2.5572, -1.1219], [-1.9671, -1.3664, 0.4402], [0.6886, 2.4011, 2.8941], [1.3280, 1.6394, -1.9792], [2.0453, 0.5951, 2.4549], [-0.6941, 0.5953, 0.5687], [0.0798, -3.2903, 1.0366], [1.1722, 1.4163, 2.0232], [0.5409, 1.3981, 0.5212], [0.3424, -1.7120, 1.1498], [-0.6244, -0.8127, 0.2143], [3.0004, 0.2393, -0.5202], [-2.6062, 1.4553, -0.9347], [-1.9835, 0.8315, -2.2660], [-1.9397, 1.2846, 0.3043], [1.6172, 1.0730, -0.6482], [0.2235, 2.5010, 0.3494], [1.4598, -1.5395, 0.9234], [2.8053, -0.8760, -0.6805], [0.9666, -3.7779, 0.4789], [0.1239, -3.7136, 2.1067], [-1.7765, -0.2969, -2.1942], [1.1088, 0.8546, -2.5449], [3.6119, 0.4734, 0.4216], [-1.0893, 1.4304, -2.6698], [0.2177, -1.3934, 2.2532], [-0.8574, -3.5946, 0.4656], [-0.3851, -1.0801, -0.8730], [-2.8019, 0.9343, -3.0793], [3.6725, 0.5689, -1.4076]], "lowdin_charge": [0.69, 0.67, -0.07, -0.24, 0.01, -0.10, -0.10, -0.12, -0.52, -0.13, -0.15, -0.26, -0.04, -0.71, -0.15, -0.67, -0.35, 0.16, 0.10, 0.07, 0.07, 0.08, 0.07, 0.09, 0.08, 0.08, 0.13, 0.07, 0.14, 0.05, 0.07], "charge": -1, "e_tot_ev": -36786.805, "homo_energy_ev": -4.13}

***

4.
{"formula": "C9H14BFN4O12PS2", "method": "ωB97M-V/def2-TZVPD", "species": ["S", "S", "P", "F", "O", "O", "O", "O", "O", "O", "O", "O", "O", "O", "O", "O", "N", "N", "N", "N", "C", "C", "C", "C", "C", "C", "C", "C", "C", "B", "H", "H", "H", "H", "H", "H", "H", "H", "H", "H", "H", "H", "H", "H"], "coordinates": [[1.7333, -0.5743, 3.9514], [3.0284, -1.5597, -5.8205], [-1.5268, 1.2101, 4.7077], [-0.6564, 2.9830, -1.8813], [-0.2023, 1.3605, 5.8302], [1.5188, -0.9707, -6.0000], [3.9646, -0.5211, -6.1893], [-4.2362, 0.9708, 2.8027], [-5.9375, -0.1678, 3.2085], [-2.0297, 2.8889, 4.4166], [1.9348, -2.4323, 0.8240], [2.2849, -0.3999, -0.6346], [-1.2090, -0.9563, -1.6497], [-2.6763, 3.5032, -0.6368], [3.0164, -1.6800, -4.1939], [3.0714, -2.8920, -6.3769], [-0.9992, 0.6312, 3.0976], [-5.0477, -0.0027, 2.3536], [-1.0841, 0.1998, 0.5631], [-2.4256, 1.1541, -1.5832], [-1.5409, 0.1199, -0.8832], [-1.9665, 2.5695, -1.3125], [1.9143, -0.9341, -3.6825], [0.2253, -0.2888, 1.2103], [3.2821, -2.4221, 1.4145], [-3.3136, 1.4524, 1.7629], [0.8305, -1.0382, -4.7522], [-1.8182, 0.7642, 1.7977], [0.3194, -0.0608, 2.8309], [1.4930, -1.0353, 0.4767], [-3.4373, 1.0033, -1.3773], [3.1606, -2.8286, 2.5265], [-3.8739, 1.3429, 0.7318], [3.6277, -1.2799, 1.4373], [2.2403, 0.1032, -3.5514], [1.5896, -1.3367, -2.7200], [1.3747, -1.6246, 4.8150], [0.5767, 1.7684, 5.3345], [2.7430, 0.3926, -0.2258], [0.0973, -0.2307, -4.6770], [0.3156, -2.0029, -4.6990], [-1.2404, 3.3156, 3.9477], [4.0572, -3.1215, 0.8827], [-3.1783, 2.6274, 1.9233]], "lowdin_charge": [0.80, 0.68, 0.99, 0.03, -0.31, -0.19, -0.23, -0.14, 0.06, -0.30, -0.08, 0.04, 0.08, 0.03, -0.19, -0.23, -0.20, -0.02, 0.11, 0.15, -0.17, -0.19, -0.19, 0.08, -0.10, -0.09, -0.18, 0.03, -0.40, -0.39, 0.15, 0.10, 0.13, 0.10, 0.13, 0.11, -0.04, 0.06, 0.13, 0.13, 0.14, 0.08, 0.12, 0.16], "charge": 1, "e_tot_ev": -74424.519, "homo_energy_ev": -12.81, "e_above_lowest_kcal_mol": 276.3}

***

| no. | strongest force on any atom (eV/Å) |
| --- | --- |
| 1 | 3.15 |
| 2 | 10.02 |
| 3 | 6.08 |
| 4 | 9.98 |